No. 1
Formula: C18H50BCoN2O7
Source: the OMol25 dataset
Level of theory: ωB97M-V/def2-TZVPD

Summary:
* HOMO level (alpha / beta): -0.52894 / -0.48376 Ha
* LUMO level (alpha / beta): -5.022 / -7.804 eV
* total charge: +2
* molar mass: 476.35 Da
* spin multiplicity: 5
* gap between HOMO and LUMO (alpha / beta): 9.4 / 5.4 eV

Each line ends with the Löwdin charge.
Cartesian coordinates (Å):
Co1 -18.980 10.256 18.686  0.831
C1 -22.009 15.994 23.405  -0.104
O1 -21.317 14.913 23.935  -0.163
C2 -21.462 13.754 23.176  -0.201
C3 -20.447 13.698 22.012  -0.093
N1 -19.030 13.634 22.498  0.097
H1 -18.947 12.917 23.204  0.128
H2 -18.525 13.315 21.683  0.086
C4 -18.357 14.969 22.855  -0.030
C5 -16.917 14.870 22.364  -0.216
O2 -16.201 13.766 22.863  -0.185
C6 -15.128 13.265 22.078  -0.065
H3 -23.072 15.803 23.257  0.100
H4 -21.595 16.346 22.460  0.077
H5 -21.926 16.771 24.165  0.108
H6 -22.452 13.673 22.727  0.135
H7 -21.318 12.870 23.796  0.118
H8 -20.767 14.516 21.367  0.107
H9 -20.711 12.760 21.524  0.136
H10 -18.566 15.179 23.904  0.145
H11 -18.894 15.640 22.184  0.125
H12 -16.352 15.769 22.611  0.139
H13 -16.905 14.848 21.275  0.109
H14 -14.303 13.976 22.102  0.100
H15 -15.463 12.934 21.094  0.077
H16 -14.792 12.384 22.624  0.098
C7 -23.554 16.834 15.761  -0.072
O3 -22.366 16.278 16.297  -0.174
C8 -22.251 16.280 17.697  -0.214
C9 -21.049 15.361 17.967  -0.085
N2 -19.816 15.965 17.331  0.110
H17 -19.848 15.962 16.322  0.158
H18 -19.755 16.913 17.674  0.174
C10 -18.483 15.164 17.670  -0.046
C11 -17.328 15.822 16.930  -0.215
O4 -17.668 15.983 15.548  -0.160
C12 -16.746 16.845 14.933  -0.101
H19 -23.675 17.917 15.724  0.098
H20 -24.418 16.340 16.206  0.097
H21 -23.610 16.539 14.713  0.097
H22 -23.090 15.963 18.316  0.137
H23 -22.026 17.254 18.129  0.128
H24 -21.225 14.385 17.515  0.140
H25 -20.920 15.267 19.045  0.115
H26 -18.506 14.108 17.400  0.121
H27 -18.287 15.244 18.740  0.120
H28 -16.524 15.091 17.010  0.136
H29 -16.961 16.626 17.569  0.134
H30 -17.042 16.971 13.891  0.098
H31 -15.722 16.484 14.836  0.103
H32 -16.814 17.876 15.280  0.099
C13 -20.047 11.458 16.100  -0.220
O5 -20.494 10.759 17.251  -0.317
H33 -19.880 10.811 15.240  0.082
H34 -20.728 12.201 15.685  0.069
H35 -19.103 11.824 16.503  0.044
C14 -16.779 8.582 17.249  -0.101
O6 -18.184 8.644 17.480  -0.106
H36 -16.535 9.634 17.101  0.091
H37 -16.293 8.228 18.158  0.108
H38 -16.442 8.023 16.376  0.096
B1 -18.092 11.876 19.730  -0.381
H39 -19.132 12.086 19.538  -0.036
H40 -17.711 11.581 18.765  -0.034
H41 -17.600 12.697 20.229  -0.026
H42 -18.197 10.983 20.326  -0.022
C15 -19.524 9.590 25.629  -0.190
C16 -18.145 9.275 25.028  -0.153
C17 -18.093 10.179 23.884  -0.235
O7 -19.011 11.216 24.107  -0.155
C18 -19.622 10.996 25.402  -0.206
H43 -19.776 9.227 26.625  0.138
H44 -20.267 9.016 25.075  0.124
H45 -18.074 8.226 24.739  0.128
H46 -17.412 9.511 25.799  0.127
H47 -18.231 9.626 22.956  0.124
H48 -17.104 10.639 23.899  0.124
H49 -20.677 11.266 25.427  0.128
H50 -19.062 11.443 26.223  0.139

No. 2
Formula: C18H50N4O6Zr
Source: the OMol25 dataset
Level of theory: ωB97M-V/def2-TZVPD

Summary:
* HOMO level: -0.80089 Ha
* LUMO level: -12.996 eV
* total charge: +4
* molar mass: 509.84 Da
* gap between HOMO and LUMO: 8.8 eV

Each line ends with the Löwdin charge.
Cartesian coordinates (Å):
Zr1 -0.559 0.224 -0.268  1.908
C1 1.901 2.235 -1.633  -0.357
C2 2.275 2.424 -3.107  -0.136
O1 2.159 1.204 -3.897  -0.059
O2 0.920 1.481 -1.711  -0.145
H1 1.771 3.242 -1.188  0.156
H2 2.701 1.685 -1.087  0.127
H3 3.389 2.752 -3.165  0.185
H4 1.671 3.232 -3.546  0.147
H5 2.721 1.198 -4.673  0.139
H6 1.003 1.286 -2.687  0.100
C3 0.605 -1.297 -3.271  -0.019
C4 -0.769 -1.421 -2.766  -0.391
C5 -0.956 -2.430 -1.699  -0.163
O3 -0.728 -1.895 -0.401  -0.321
C6 -0.727 -3.059 0.484  0.004
N1 -1.308 -0.178 -2.212  -0.073
H7 0.817 -2.293 -3.783  0.160
H8 1.401 -1.202 -2.590  0.054
H9 0.726 -0.636 -4.103  0.092
H10 -1.522 -1.609 -3.561  0.190
H11 -0.310 -3.329 -1.914  0.180
H12 -1.971 -2.866 -1.784  0.160
H13 -1.625 -3.738 0.461  0.160
H14 -0.715 -2.801 1.524  0.065
H15 0.166 -3.692 0.406  0.122
H16 -1.132 0.493 -3.030  0.176
H17 -2.315 -0.197 -2.609  0.176
C7 -1.914 4.298 0.077  -0.013
C8 -0.956 3.217 -0.048  -0.443
C9 -0.238 2.852 1.194  -0.173
O4 0.588 1.759 0.887  -0.338
C10 1.833 1.954 1.627  0.039
N2 -1.647 2.020 -0.523  -0.041
H18 -2.590 4.170 0.901  0.110
H19 -2.492 4.487 -0.787  0.107
H20 -1.432 5.271 0.256  0.142
H21 -0.299 3.663 -0.783  0.154
H22 -1.020 2.791 2.016  0.175
H23 0.331 3.739 1.395  0.156
H24 1.805 2.671 2.388  0.117
H25 2.631 2.107 0.903  0.113
H26 2.078 1.049 2.095  0.087
H27 -2.613 2.168 -0.162  0.146
H28 -1.914 2.393 -1.448  0.156
C11 3.609 -1.278 -0.766  0.014
C12 2.235 -1.692 -0.221  -0.384
C13 2.413 -2.358 1.096  -0.165
O5 1.467 -1.820 1.994  -0.263
C14 1.397 -2.729 3.158  0.045
N3 1.393 -0.550 0.071  -0.068
H29 4.193 -2.196 -1.095  0.146
H30 4.196 -0.779 -0.006  0.100
H31 3.557 -0.562 -1.580  0.078
H32 1.716 -2.360 -0.871  0.121
H33 3.398 -2.291 1.539  0.157
H34 2.337 -3.466 0.968  0.168
H35 1.128 -3.725 2.882  0.104
H36 0.564 -2.384 3.845  0.117
H37 2.308 -2.684 3.771  0.135
H38 2.177 0.106 0.353  0.110
H39 1.327 -1.075 1.010  -0.019
C15 -2.040 -0.402 3.874  0.030
C16 -1.952 -0.669 2.397  -0.397
C17 -2.905 0.163 1.563  -0.115
O6 -2.585 -0.245 0.249  -0.355
C18 -3.598 -0.937 -0.317  -0.052
N4 -0.670 -0.218 1.895  -0.004
H40 -2.929 -0.815 4.301  0.120
H41 -2.005 0.686 3.983  0.119
H42 -1.287 -0.894 4.395  0.076
H43 -2.205 -1.690 2.280  0.142
H44 -2.650 1.229 1.758  0.135
H45 -3.987 0.132 1.820  0.187
H46 -4.562 -0.529 -0.197  0.124
H47 -3.573 -1.910 0.077  0.112
H48 -3.561 -1.062 -1.399  0.110
H49 -0.142 -0.955 2.477  0.135
H50 -0.500 0.538 2.521  0.103

No. 3
Formula: C18H50N7O5P3
Source: the OMol25 dataset
Level of theory: ωB97M-V/def2-TZVPD

Summary:
* HOMO level: -0.29301 Ha
* LUMO level: 0.618 eV
* molar mass: 537.56 Da
* SMILES: CN(C)P(=O)(N(C)C)N(C)C.CN(C)P(=O)(N(C)C)N(C)C.CP(C)OC(=O)OCCCN
* gap between HOMO and LUMO: 8.6 eV

Each line ends with the Löwdin charge.
Cartesian coordinates (Å):
C1 3.629 -2.133 -2.562  -0.126
N1 4.098 -3.506 -2.587  -0.328
C2 4.641 -3.902 -1.292  -0.145
P1 3.173 -4.768 -3.309  0.645
O1 2.213 -5.158 -2.234  -0.301
N2 2.071 -4.284 -4.543  -0.321
C3 1.999 -2.949 -5.091  -0.139
C4 0.762 -4.923 -4.511  -0.144
N3 4.356 -5.162 -4.442  -0.306
C5 5.770 -4.806 -4.349  -0.104
C6 4.057 -6.175 -5.452  -0.113
H1 4.323 -1.529 -1.976  0.081
H2 2.626 -2.028 -2.125  0.088
H3 3.634 -1.694 -3.559  0.058
H4 5.049 -4.915 -1.338  0.074
H5 3.888 -3.884 -0.496  0.079
H6 5.461 -3.236 -1.014  0.083
H7 1.572 -2.224 -4.386  0.076
H8 1.369 -2.950 -5.983  0.079
H9 2.983 -2.602 -5.415  0.077
H10 0.070 -4.438 -3.811  0.081
H11 0.848 -5.968 -4.220  0.067
H12 0.323 -4.900 -5.512  0.080
H13 5.914 -3.751 -4.580  0.081
H14 6.345 -5.387 -5.072  0.078
H15 6.196 -5.010 -3.368  0.069
H16 4.047 -5.720 -6.446  0.089
H17 3.082 -6.626 -5.285  0.070
H18 4.794 -6.982 -5.442  0.080
C7 -3.370 4.394 -0.051  -0.128
N4 -3.715 5.365 0.970  -0.354
C8 -5.079 5.170 1.438  -0.160
P2 -2.620 5.751 2.276  0.688
O2 -2.938 4.547 3.121  -0.305
N5 -0.949 5.511 1.981  -0.324
C9 -0.393 5.153 0.697  -0.130
C10 -0.195 4.922 3.081  -0.139
N6 -2.573 7.353 1.705  -0.303
C11 -3.529 7.975 0.793  -0.105
C12 -1.693 8.311 2.377  -0.121
H19 -4.231 4.242 -0.706  0.079
H20 -3.073 3.419 0.360  0.083
H21 -2.577 4.766 -0.699  0.058
H22 -5.353 5.944 2.162  0.072
H23 -5.224 4.198 1.924  0.079
H24 -5.776 5.252 0.600  0.081
H25 -0.625 4.119 0.412  0.080
H26 0.694 5.253 0.726  0.080
H27 -0.739 5.832 -0.086  0.077
H28 -0.272 3.828 3.107  0.075
H29 -0.545 5.302 4.039  0.070
H30 0.858 5.198 2.989  0.080
H31 -3.367 7.624 -0.224  0.084
H32 -3.392 9.058 0.801  0.079
H33 -4.565 7.786 1.067  0.069
H34 -0.902 8.633 1.694  0.088
H35 -1.218 7.869 3.249  0.069
H36 -2.242 9.192 2.718  0.078
C13 -2.489 -4.329 2.533  -0.283
P3 -0.706 -4.645 2.249  0.889
C14 -0.263 -3.953 0.637  -0.282
O3 0.226 -3.960 3.477  -0.214
C15 0.256 -2.614 3.577  -0.658
O4 0.672 -1.868 2.733  0.129
O5 -0.195 -2.219 4.766  0.037
C16 -0.665 -0.865 4.781  -0.155
C17 -1.853 -0.617 3.841  -0.140
C18 -1.583 0.508 2.812  -0.260
N7 -1.822 0.104 1.415  -0.006
H37 -2.902 -3.519 1.925  0.027
H38 -2.988 -5.245 2.228  0.027
H39 -2.712 -4.103 3.574  0.040
H40 0.770 -4.215 0.416  0.034
H41 -0.348 -2.871 0.532  0.024
H42 -0.880 -4.474 -0.094  0.045
H43 -1.002 -0.705 5.803  0.123
H44 0.136 -0.146 4.617  0.120
H45 -2.100 -1.528 3.297  0.090
H46 -2.715 -0.352 4.451  0.109
H47 -0.557 0.861 2.853  0.102
H48 -2.300 1.304 3.013  0.098
H49 -1.029 -0.419 1.068  0.045
H50 -2.642 -0.487 1.375  0.055

No. 4
Formula: C18H51FeN15O10
Source: the OMol25 dataset
Level of theory: ωB97M-V/def2-TZVPD

Summary:
* HOMO level (alpha / beta): -0.32694 / -0.32692 Ha
* LUMO level (alpha / beta): -0.928 / -1.044 eV
* molar mass: 693.55 Da
* spin multiplicity: 5
* gap between HOMO and LUMO (alpha / beta): 8.0 / 7.9 eV

Each line ends with the Löwdin charge.
Cartesian coordinates (Å):
Fe1 -1.620 3.181 0.911  1.036
O1 -2.083 1.103 1.384  -0.368
C1 -1.707 0.297 0.264  -0.351
C2 -1.324 1.034 -1.077  -0.332
O2 -1.111 2.433 -1.257  -0.388
H1 -2.392 -0.532 0.086  0.078
H2 -0.806 -0.299 0.404  0.067
H3 -2.215 0.923 -1.695  0.044
H4 -0.467 0.538 -1.534  0.104
C3 2.299 -4.284 1.836  -0.002
C4 2.552 -3.212 0.689  -0.425
C5 2.949 -1.869 1.364  -0.173
C6 4.432 -1.945 1.972  -0.147
C7 5.381 -2.171 0.738  -0.131
C8 5.075 -3.440 -0.178  -0.453
N1 3.587 -3.487 -0.368  -0.121
O3 3.272 -4.626 -1.054  -0.008
C9 5.904 -3.426 -1.459  -0.042
C10 5.719 -4.557 0.727  -0.043
C11 1.212 -2.715 0.016  -0.041
H5 3.081 -4.312 2.595  0.056
H6 2.275 -5.317 1.490  0.080
H7 1.440 -3.944 2.415  0.077
H8 2.912 -1.029 0.669  0.086
H9 2.459 -1.435 2.236  0.103
H10 4.378 -2.708 2.749  0.084
H11 4.524 -0.958 2.425  0.089
H12 6.451 -2.111 0.935  0.109
H13 5.175 -1.319 0.090  0.099
H14 5.690 -2.559 -2.085  0.085
H15 6.951 -3.271 -1.202  0.079
H16 5.890 -4.394 -1.960  0.088
H17 5.255 -5.542 0.658  0.077
H18 6.800 -4.617 0.608  0.081
H19 5.519 -4.432 1.791  0.062
H20 0.502 -2.295 0.728  0.065
H21 0.836 -3.515 -0.623  0.077
H22 1.478 -1.947 -0.711  0.072
H23 3.016 -4.193 -1.871  0.112
C12 1.625 2.879 1.534  -0.671
O4 0.435 3.174 1.361  -0.040
N2 2.226 2.046 0.722  0.212
N3 2.387 3.353 2.498  0.189
H24 1.663 1.648 -0.016  0.123
H25 3.128 1.643 0.930  0.120
H26 1.956 3.871 3.250  0.122
H27 3.176 2.856 2.887  0.120
C13 -1.894 -1.983 3.962  -0.891
O5 -2.007 -2.638 4.921  0.085
N4 -0.936 -1.159 3.678  0.184
N5 -2.739 -2.135 3.034  0.188
H28 -1.074 -0.500 2.925  0.070
H29 -0.146 -1.297 4.292  0.121
H30 -3.530 -2.689 3.332  0.130
H31 -2.824 -1.637 2.159  0.094
C14 0.866 3.575 -4.427  -0.729
O6 1.779 4.079 -5.139  -0.036
N6 1.076 3.289 -3.145  0.163
N7 -0.229 3.105 -4.970  0.177
H32 1.873 3.661 -2.648  0.111
H33 0.368 2.770 -2.646  0.050
H34 -0.267 3.256 -5.968  0.128
H35 -0.994 2.895 -4.344  0.064
C15 -3.409 -1.282 -4.289  -0.780
O7 -3.859 -1.929 -5.214  0.030
N8 -3.443 -1.681 -3.039  0.169
N9 -2.882 -0.092 -4.446  0.172
H36 -3.108 -1.057 -2.318  0.063
H37 -3.757 -2.597 -2.751  0.124
H38 -2.982 0.416 -5.314  0.127
H39 -2.442 0.184 -3.581  0.064
C16 -3.200 4.358 -3.579  -0.833
O8 -4.240 4.825 -3.908  0.070
N10 -3.114 3.044 -3.296  0.145
N11 -2.223 4.975 -3.138  0.197
H40 -2.564 2.804 -2.483  0.035
H41 -3.982 2.548 -3.435  0.102
H42 -2.318 5.918 -2.789  0.141
H43 -1.424 4.406 -2.899  0.082
C17 -6.082 0.193 -0.005  -0.844
O9 -7.275 0.106 -0.256  0.033
N12 -5.224 0.499 -0.924  0.178
N13 -5.536 0.016 1.103  0.189
H44 -4.240 0.322 -0.778  0.068
H45 -5.635 0.907 -1.752  0.126
H46 -4.593 0.318 1.303  0.095
H47 -6.207 -0.186 1.830  0.133
C18 -1.932 3.349 3.950  -0.676
O10 -1.910 3.812 2.818  -0.049
N14 -2.452 4.116 4.908  0.193
N15 -1.533 2.140 4.281  0.220
H48 -2.635 4.991 4.438  0.126
H49 -2.584 3.919 5.890  0.128
H50 -1.276 1.979 5.244  0.128
H51 -1.147 1.571 3.541  0.079

No. 5
Formula: C18H51IN14O8
Source: the OMol25 dataset
Level of theory: ωB97M-V/def2-TZVPD

Summary:
* HOMO level: -0.31810 Ha
* LUMO level: 0.347 eV
* molar mass: 718.60 Da
* SMILES: CCOCCCCC[C@@](C)(N)CO[C@H](I)CN.NC(N)=O.NC(N)=O.NC(N)=O.NC(N)=O.NC(N)=O.NC(N)=O
* gap between HOMO and LUMO: 9.0 eV

Each line ends with the Löwdin charge.
Cartesian coordinates (Å):
C1 7.438 -1.406 0.522  -0.069
C2 7.342 -0.192 -0.367  -0.274
O1 7.356 0.996 0.428  -0.143
C3 6.290 1.857 0.087  -0.241
C4 4.997 1.379 0.708  -0.188
C5 3.800 2.224 0.251  -0.192
C6 2.738 2.271 1.352  -0.206
C7 1.326 2.590 0.895  -0.127
C8 0.608 1.457 0.089  -0.537
C9 0.633 1.770 -1.393  -0.033
N1 1.148 0.124 0.281  0.104
C10 -0.868 1.463 0.499  -0.185
O2 -1.591 0.445 -0.184  -0.200
C11 -2.597 -0.176 0.510  -0.708
I1 -1.835 -1.400 2.163  0.898
C12 -3.303 -1.086 -0.483  -0.333
N2 -4.258 -2.014 0.116  -0.015
H1 7.333 -2.315 -0.054  0.047
H2 6.692 -1.343 1.304  0.073
H3 8.404 -1.387 1.011  0.076
H4 8.179 -0.185 -1.064  0.116
H5 6.424 -0.215 -0.950  0.094
H6 6.173 1.918 -0.996  0.123
H7 6.501 2.861 0.445  0.122
H8 4.834 0.341 0.458  0.086
H9 5.067 1.475 1.788  0.117
H10 3.416 1.796 -0.666  0.081
H11 4.139 3.242 0.070  0.114
H12 3.058 3.012 2.079  0.113
H13 2.725 1.311 1.860  0.101
H14 1.345 3.476 0.273  0.112
H15 0.730 2.794 1.783  0.110
H16 -0.099 1.181 -1.934  0.066
H17 1.597 1.569 -1.847  0.062
H18 0.390 2.812 -1.563  0.086
H19 2.104 0.055 -0.043  0.041
H20 1.056 -0.163 1.247  0.054
H21 -1.265 2.438 0.207  0.135
H22 -0.965 1.388 1.579  0.091
H23 -3.298 0.538 0.933  0.091
H24 -3.755 -0.458 -1.245  0.099
H25 -2.503 -1.631 -0.973  0.114
H26 -5.186 -1.629 -0.028  0.040
H27 -4.207 -2.886 -0.395  0.064
N3 -5.879 2.329 -0.593  0.172
C13 -6.614 1.243 -0.960  -0.676
N4 -7.890 1.521 -1.354  0.164
O3 -6.173 0.102 -0.922  0.014
H28 -6.235 3.269 -0.618  0.102
H29 -4.936 2.175 -0.285  0.100
H30 -8.468 0.747 -1.623  0.107
H31 -8.272 2.451 -1.377  0.099
N5 -2.948 4.005 -4.566  0.146
C14 -2.626 3.537 -3.321  -0.687
N6 -2.374 2.196 -3.243  0.165
O4 -2.568 4.265 -2.345  0.016
H32 -3.002 3.425 -5.381  0.089
H33 -3.137 4.986 -4.651  0.101
H34 -2.134 1.830 -2.339  0.068
H35 -2.417 1.572 -4.025  0.097
N7 -2.393 -4.704 3.781  0.141
C15 -2.729 -5.949 3.333  -0.692
N8 -3.157 -5.991 2.033  0.147
O5 -2.654 -6.946 4.029  0.016
H36 -2.448 -3.882 3.204  -0.048
H37 -2.079 -4.624 4.729  0.101
H38 -3.416 -6.886 1.664  0.099
H39 -3.228 -5.178 1.450  0.083
N9 4.691 -4.720 1.342  0.156
C16 5.827 -5.204 0.755  -0.676
N10 6.084 -6.528 0.977  0.149
O6 6.560 -4.501 0.081  0.014
H40 4.073 -5.276 1.902  0.094
H41 4.483 -3.747 1.207  0.101
H42 6.913 -6.909 0.561  0.102
H43 5.497 -7.122 1.530  0.093
N11 4.226 -2.534 -2.563  0.169
C17 3.682 -1.291 -2.434  -0.649
N12 3.183 -0.741 -3.580  0.162
O7 3.649 -0.704 -1.363  0.014
H44 4.271 -3.032 -3.431  0.096
H45 4.619 -2.956 -1.739  0.095
H46 2.775 0.173 -3.512  0.093
H47 3.202 -1.201 -4.470  0.094
N13 -8.241 4.698 3.165  0.151
C18 -8.147 4.025 1.981  -0.685
N14 -7.668 2.753 2.050  0.160
O8 -8.462 4.530 0.912  0.006
H48 -7.985 4.302 4.049  0.093
H49 -8.587 5.638 3.132  0.104
H50 -7.598 2.261 1.179  0.061
H51 -7.383 2.295 2.895  0.100

Record-wise energy values, in eV: -75068.318 -38957.349 -68010.164 -96706.795 -64841.481
Record-wise largest force on an atom values, in eV/A: 4.97 11.86 5.90 8.86 0.82